DFT (ωB97M-V/def2-TZVPD) results for a structure of composition C27H35N9O6P2Se2Ta in a non-equilibrium geometry.

Geometry as XYZ:
```
82
Properties=species:S:1:pos:R:3
Ta -0.089 -0.014 0.114
Se 3.891 -6.786 0.245
N 3.736 -5.394 1.313
C 2.845 -4.607 0.755
C 2.454 -3.335 1.324
C 2.898 -2.927 2.651
C 2.391 -1.822 3.180
C 1.507 -0.930 2.398
N 1.176 -1.288 1.018
C 1.587 -2.571 0.618
C 0.917 -3.046 -0.542
N -0.071 -2.248 -0.988
C -0.779 -2.670 -2.040
C -0.539 -3.874 -2.675
C 0.477 -4.695 -2.210
C 1.218 -4.282 -1.114
C 2.261 -5.074 -0.476
N 2.681 -6.231 -0.919
H 3.577 -3.574 3.191
H 2.620 -1.502 4.190
H 1.861 0.091 2.460
H -1.573 -2.030 -2.391
H -1.155 -4.164 -3.515
H 0.693 -5.653 -2.668
N -0.055 4.631 1.297
C 0.428 3.771 0.132
C 1.161 4.632 -0.896
P 1.386 2.378 0.792
O 2.724 3.068 1.215
O 0.564 1.771 1.888
O 1.552 1.285 -0.279
P -1.174 3.063 -0.553
O -0.917 2.916 -2.107
O -2.212 4.045 -0.207
O -1.303 1.615 0.012
H -0.124 4.097 2.169
H -1.012 4.937 1.054
H 0.549 5.439 1.452
H 2.019 5.126 -0.437
H 0.501 5.391 -1.317
H 1.530 4.010 -1.708
H 3.459 2.559 1.587
H -1.276 3.673 -2.597
C -4.383 -2.017 1.247
C -3.111 -1.441 0.822
N -2.115 -0.992 0.491
H -5.208 -1.519 0.740
H -4.498 -1.885 2.322
H -4.402 -3.080 1.013
C -2.914 0.591 -2.313
N -1.933 0.729 -3.376
C -2.371 1.627 -4.453
C -0.640 0.390 -3.234
N -0.073 0.093 -2.054
N 0.141 0.364 -4.332
C 1.595 0.450 -4.212
C -0.349 -0.119 -5.632
H -3.885 0.383 -2.760
H -2.998 1.505 -1.722
H -2.660 -0.225 -1.657
H -2.943 2.442 -4.005
H -3.014 1.118 -5.170
H -1.517 2.047 -4.974
H 0.866 -0.259 -2.232
H 2.053 -0.532 -4.054
H 1.873 1.122 -3.402
H 1.996 0.856 -5.138
H -1.353 -0.522 -5.536
H 0.308 -0.919 -5.972
H -0.346 0.671 -6.382
Se -0.364 -0.775 3.090
C -0.156 0.217 4.706
C 0.815 1.196 4.885
C 0.934 1.798 6.129
C 0.079 1.440 7.165
C -0.886 0.462 6.969
C -1.001 -0.166 5.738
H 1.469 1.490 4.078
H 1.702 2.545 6.294
H 0.170 1.920 8.132
H -1.539 0.170 7.782
H -1.729 -0.954 5.595
```

Values from the calculation:
LUMO energy: -0.3441 Ha
gap between HOMO and LUMO: 5.777 eV
E: -7536.14687 Ha
charge: +3
energy above the lowest of the compared OMol25 structures with the same formula, charge and spin: 2.695 eV

DFT (ωB97M-V/def2-TZVPD) results for a structure of composition C27H36As4CrF24N6O4 in a non-equilibrium geometry.

Geometry as XYZ:
```
102
Properties=species:S:1:pos:R:3
Cr -0.196 -3.240 -2.342
N -0.393 -0.663 -1.508
O 0.606 -1.328 -1.237
O -1.347 -1.243 -2.054
O -0.515 0.490 -1.122
C -3.257 0.837 -3.461
C -3.975 1.094 -2.181
O -4.990 1.700 -2.064
N -3.377 0.511 -0.914
H -2.552 -0.062 -1.179
H -2.975 1.278 -0.379
C -4.348 -0.331 -0.144
H -2.333 1.414 -3.495
H -3.941 1.103 -4.262
H -3.033 -0.227 -3.579
H -5.206 0.284 0.109
H -3.837 -0.653 0.758
H -4.623 -1.167 -0.780
C 5.392 11.028 -0.118
N 4.799 9.715 -0.479
C 5.149 9.120 -1.630
C 4.577 7.935 -2.003
C 3.576 7.358 -1.223
C 3.201 8.032 -0.066
C 3.902 9.139 0.341
C 2.931 6.088 -1.626
C 3.672 5.110 -2.283
C 3.046 3.970 -2.728
N 1.738 3.766 -2.524
C 1.007 4.673 -1.864
C 1.585 5.833 -1.398
C 1.186 2.458 -2.951
H 5.333 11.691 -0.973
H 6.447 10.823 0.083
H 4.985 11.371 0.825
H 5.818 9.698 -2.252
H 4.834 7.550 -2.982
H 2.323 7.722 0.483
H 3.647 9.673 1.244
H 4.720 5.227 -2.519
H 3.603 3.177 -3.211
H -0.059 4.508 -1.833
H 0.924 6.555 -0.938
H 1.721 1.689 -2.399
H 1.313 2.352 -4.027
H 0.130 2.361 -2.719
C -1.954 -7.593 7.616
N -1.737 -6.338 6.854
C -2.620 -6.005 5.903
C -2.410 -4.901 5.111
C -1.258 -4.143 5.306
C -0.392 -4.487 6.339
C -0.654 -5.583 7.123
C -0.956 -3.001 4.421
C -1.951 -2.095 4.088
C -1.670 -0.980 3.342
N -0.409 -0.819 2.896
C 0.538 -1.762 3.061
C 0.302 -2.866 3.836
C -0.071 0.381 2.075
H -1.090 -7.812 8.232
H -2.055 -8.377 6.866
H -2.870 -7.546 8.197
H -3.376 -6.737 5.656
H -3.005 -4.758 4.214
H 0.483 -3.882 6.535
H 0.027 -5.992 7.853
H -2.947 -2.290 4.465
H -2.347 -0.200 3.035
H 1.430 -1.646 2.456
H 0.972 -3.716 3.838
H -0.974 0.927 1.828
H 0.325 -0.080 1.169
H 0.647 1.006 2.595
As 1.358 -0.931 -4.833
F 1.006 -2.272 -3.634
F 2.760 -1.765 -5.296
F 1.712 0.392 -5.873
F -0.050 -0.093 -4.229
F 2.240 -0.182 -3.522
F 0.393 -1.724 -5.971
As -2.504 -4.228 0.393
F -3.119 -5.707 -0.155
F -1.103 -4.967 1.031
F -1.921 -2.626 0.874
F -3.871 -3.381 -0.215
F -3.274 -4.419 1.956
F -1.650 -3.988 -1.160
As -3.184 -2.958 -4.665
F -2.706 -3.811 -6.031
F -3.831 -4.363 -3.964
F -3.647 -2.054 -3.225
F -2.396 -1.550 -5.227
F -4.671 -2.516 -5.385
F -1.655 -3.399 -3.789
As 2.719 -4.388 -0.064
F 4.093 -4.995 0.794
F 1.857 -5.843 0.202
F 1.292 -3.748 -0.917
F 3.501 -2.875 -0.326
F 3.350 -4.961 -1.547
F 2.116 -3.769 1.478
```

Values from the calculation:
LUMO energy (spin up / spin down): -0.2774 / -0.2774 Ha
multiplicity: 5
gap between HOMO and LUMO (spin up / spin down): 4.359 / 6.110 eV
E: -14064.14834 Ha
expectation value of S²: 6.00
charge: +2
energy above the lowest of the compared OMol25 structures with the same formula, charge and spin: 0.000 eV

DFT (ωB97M-V/def2-TZVPD) results for a structure of composition C27H36ClN10O3Pb.

Geometry as XYZ:
```
78
Properties=species:S:1:pos:R:3
Pb -0.825 2.601 -0.066
N 1.783 2.472 0.354
C 2.391 3.789 0.035
C 1.888 4.877 0.989
C 0.564 5.485 0.490
O 0.554 6.602 0.019
O -0.483 4.708 0.586
H 2.090 2.201 1.283
H 2.149 1.762 -0.275
H 2.111 4.049 -0.989
H 3.480 3.726 0.069
H 2.621 5.677 1.049
H 1.738 4.460 1.989
N -4.063 2.930 -1.701
C -4.324 2.853 -0.383
N -5.595 2.889 -0.012
C -5.814 2.812 1.300
N -7.073 2.841 1.731
N -4.842 2.707 2.233
C -3.619 2.666 1.763
N -3.285 2.716 0.471
C -2.518 2.563 2.757
C -2.816 2.622 4.113
C -1.787 2.556 5.035
C -0.487 2.426 4.575
C -0.275 2.367 3.210
N -1.260 2.433 2.316
H -4.847 3.151 -2.292
H -3.143 3.185 -2.015
H -7.820 2.945 1.067
H -7.259 2.807 2.717
H -3.849 2.725 4.408
H -1.992 2.612 6.095
H 0.353 2.376 5.253
H 0.723 2.265 2.811
C -0.842 -4.787 -3.722
C 0.447 -4.395 -2.980
C 0.805 -5.548 -2.032
C 1.577 -4.261 -4.010
C 0.252 -3.033 -2.230
O -0.383 -2.075 -3.089
C 1.545 -2.346 -1.744
C 2.387 -2.988 -0.629
C 3.227 -1.929 0.045
C 2.922 -1.494 1.331
C 3.644 -0.473 1.931
C 4.684 0.125 1.237
Cl 5.579 1.413 1.976
C 5.018 -0.304 -0.038
C 4.290 -1.329 -0.623
C -0.756 -3.199 -1.079
N -0.838 -2.007 -0.256
C -1.157 -0.760 -0.608
N -0.958 0.052 0.421
C -0.539 -0.785 1.407
N -0.449 -2.036 1.030
H -0.655 -5.679 -4.320
H -1.186 -3.999 -4.389
H -1.651 -5.023 -3.028
H 1.035 -6.431 -2.630
H -0.026 -5.814 -1.378
H 1.678 -5.329 -1.419
H 1.635 -5.177 -4.598
H 2.546 -4.116 -3.530
H 1.408 -3.440 -4.714
H 0.145 -1.985 -3.890
H 1.234 -1.356 -1.403
H 2.180 -2.168 -2.614
H 3.041 -3.755 -1.047
H 1.747 -3.455 0.121
H 2.111 -1.964 1.873
H 3.414 -0.150 2.938
H 5.843 0.157 -0.564
H 4.555 -1.661 -1.620
H -0.472 -4.006 -0.413
H -1.734 -3.410 -1.509
H -1.482 -0.478 -1.596
H -0.291 -0.456 2.403
```

Values from the calculation:
LUMO energy: -0.1180 Ha
gap between HOMO and LUMO: 7.817 eV
E: -2476.75054 Ha
charge: +1
energy above the lowest of the compared OMol25 structures with the same formula, charge and spin: 0.535 eV